Entry 1:
{"formula": "CH4N5OS", "method": "ωB97M-V/def2-TZVPD", "e_tot_ha": -787.3110, "homo_energy_ev": -15.29, "lumo_energy_ev": -5.0, "smiles": "Nc1nnn(O)[n+]1S", "multiplicity": 1, "total_charge": 1, "max_force_ev_per_a": 0.629, "species": ["N", "C", "N", "N", "N", "O", "N", "S", "H", "H", "H", "H"], "xyz": [[2.075, -0.640, 0.079], [0.964, 0.151, -0.158], [0.871, 1.370, -0.670], [-0.408, 1.704, -0.713], [-1.073, 0.740, -0.201], [-2.409, 0.679, -0.082], [-0.282, -0.287, 0.157], [-0.791, -1.760, 0.877], [2.650, -0.673, -0.757], [2.629, -0.222, 0.820], [-2.626, 1.070, 0.781], [-1.601, -2.132, -0.133]]}


Entry 2:
{"formula": "CH4N5S", "method": "ωB97M-V/def2-TZVPD", "e_tot_ha": -711.8947, "s2": 2.05, "homo_energy_ev": [-11.67, -13.82], "lumo_energy_ev": [-4.4, -7.0], "multiplicity": 3, "total_charge": 1, "max_force_ev_per_a": 5.573, "species": ["C", "N", "N", "N", "N", "N", "S", "H", "H", "H", "H"], "xyz": [[0.916, 0.399, -0.461], [0.366, 1.448, -0.220], [-1.443, -0.132, -0.158], [-0.772, 1.921, 0.007], [-1.722, 1.013, 0.129], [1.960, -0.373, 0.070], [-2.298, -1.496, -0.159], [2.943, -0.067, -0.264], [1.715, -1.367, -0.065], [2.078, -0.095, 1.085], [-3.743, -1.249, 0.036]]}


Entry 3:
{"formula": "CH4N6O", "method": "ωB97M-V/def2-TZVPD", "e_tot_ha": -444.0193, "homo_energy_ev": -8.62, "lumo_energy_ev": -1.0, "smiles": "N/N=c1\\nnon1N", "multiplicity": 1, "max_force_ev_per_a": 7.372, "species": ["C", "H", "H", "H", "H", "N", "N", "N", "N", "N", "N", "O"], "xyz": [[0.095, -0.243, -0.018], [2.379, -1.071, 0.327], [3.252, 0.368, -0.130], [-1.846, 2.024, -0.245], [-1.241, 1.599, 1.161], [2.420, -0.305, -0.325], [1.205, 0.409, -0.351], [-0.027, -1.542, 0.387], [-1.263, -1.874, 0.102], [-1.108, 0.216, -0.511], [-1.741, 1.282, 0.322], [-2.123, -0.862, -0.718]]}


Entry 4:
{"formula": "CH4N6O", "method": "ωB97M-V/def2-TZVPD", "e_tot_ha": -443.9821, "homo_energy_ev": -9.29, "lumo_energy_ev": -0.3, "multiplicity": 1, "max_force_ev_per_a": 5.779, "species": ["C", "H", "H", "H", "H", "N", "N", "N", "N", "N", "N", "O"], "xyz": [[-0.194, 0.298, 0.167], [-1.874, -0.887, 0.818], [-2.460, -0.984, -0.832], [2.476, 0.293, -1.662], [0.490, -0.591, -1.450], [-2.277, -0.316, -0.115], [-1.047, 0.228, -0.731], [-0.346, 0.149, 1.609], [0.826, 0.484, 2.035], [1.082, 0.771, -0.142], [1.634, -0.246, -0.875], [1.691, 0.802, 1.177]]}


Entry 5:
{"formula": "CH4N6O", "method": "ωB97M-V/def2-TZVPD", "e_tot_ha": -444.0782, "homo_energy_ev": -9.66, "lumo_energy_ev": 0.3, "smiles": "Nn1nnn(N)c1=O", "multiplicity": 1, "max_force_ev_per_a": 10.359, "species": ["C", "H", "H", "H", "H", "N", "N", "N", "N", "N", "N", "O"], "xyz": [[-0.054, -0.362, 0.050], [-2.592, -0.470, -0.743], [-2.181, -0.753, 0.639], [2.689, -0.298, 0.939], [2.144, -1.244, -0.738], [-2.328, 0.105, -0.104], [-1.014, 0.654, -0.146], [-0.547, 1.833, 0.125], [0.780, 1.787, 0.015], [1.021, 0.432, 0.022], [2.374, -0.161, -0.215], [-0.291, -1.522, 0.155]]}


Entry 6:
{"formula": "CH4NO", "method": "ωB97M-V/def2-TZVPD", "e_tot_ha": -170.4583, "homo_energy_ev": -2.61, "lumo_energy_ev": 4.8, "multiplicity": 1, "total_charge": -1, "max_force_ev_per_a": 0.185, "species": ["N", "C", "O", "H", "H", "H", "H"], "xyz": [[0.653, -0.675, -0.986], [-0.512, -0.902, -0.545], [-0.108, 1.321, 1.185], [-0.944, -0.241, 0.209], [0.951, 0.168, -0.471], [0.035, 1.647, 2.078], [-1.069, -1.778, -0.896]]}


Entry 7:
{"formula": "CH4NO2", "method": "ωB97M-V/def2-TZVPD", "e_tot_ha": -245.1875, "homo_energy_ev": [-15.40, -16.83], "lumo_energy_ev": [-8.7, -7.6], "multiplicity": 1, "total_charge": 1, "max_force_ev_per_a": 3.178, "species": ["C", "N", "O", "O", "H", "H", "H", "H"], "xyz": [[-1.682, -0.153, -0.013], [-0.746, -0.789, -0.383], [2.124, -0.357, 0.207], [1.097, 0.476, -0.096], [-1.535, 0.825, 0.340], [-2.772, -0.225, -0.022], [0.969, 0.473, -1.103], [2.546, -0.251, 1.069]]}


Entry 8:
{"formula": "CH4NO2", "method": "ωB97M-V/def2-TZVPD", "e_tot_ha": -245.2201, "homo_energy_ev": -18.11, "lumo_energy_ev": -8.2, "multiplicity": 1, "total_charge": 1, "max_force_ev_per_a": 4.190, "species": ["C", "N", "O", "O", "H", "H", "H", "H"], "xyz": [[-0.704, -0.842, -0.646], [-0.499, 0.234, 0.218], [0.912, 1.680, 1.275], [0.677, 0.444, 0.588], [-1.582, -1.462, -0.360], [0.230, -1.472, -0.524], [-0.873, -0.440, -1.656], [1.839, 1.858, 1.105]]}


Entry 9:
{"formula": "CH4NO2", "method": "ωB97M-V/def2-TZVPD", "e_tot_ha": -245.1233, "s2": 2.01, "homo_energy_ev": [-15.74, -17.68], "lumo_energy_ev": [-5.5, -9.9], "multiplicity": 3, "total_charge": 1, "max_force_ev_per_a": 6.023, "species": ["C", "N", "O", "O", "H", "H", "H", "H"], "xyz": [[0.797, -0.092, -0.057], [-0.464, -0.508, 0.049], [-2.775, -0.174, -0.068], [-1.401, 0.328, 0.122], [1.445, -1.003, 0.456], [1.028, 0.990, 0.149], [1.169, -0.483, -0.975], [-3.320, 0.657, -0.222]]}


Entry 10:
{"formula": "CH4NO2S", "method": "ωB97M-V/def2-TZVPD", "e_tot_ha": -643.8140, "s2": 2.01, "homo_energy_ev": [-3.17, -3.14], "lumo_energy_ev": [4.3, 3.0], "multiplicity": 3, "total_charge": -1, "max_force_ev_per_a": 2.700, "species": ["C", "N", "O", "O", "S", "H", "H", "H", "H"], "xyz": [[-0.404, -0.514, 0.580], [1.367, 1.587, -2.574], [-0.297, 2.071, 1.183], [-2.317, 1.206, 0.093], [-0.793, 1.277, 0.058], [-1.293, -1.088, 0.597], [0.323, -0.903, -0.270], [-0.056, -0.490, 1.616], [0.750, 0.781, -2.347]]}


Entry 11:
{"formula": "CH4NO2Si", "method": "ωB97M-V/def2-TZVPD", "e_tot_ha": -535.2929, "homo_energy_ev": -3.37, "lumo_energy_ev": 4.1, "smiles": "N[SiH2]C(=O)[O-]", "multiplicity": 1, "total_charge": -1, "max_force_ev_per_a": 3.072, "species": ["C", "N", "O", "O", "Si", "H", "H", "H", "H"], "xyz": [[-0.592, 1.349, 0.820], [1.102, -0.653, -1.183], [-1.213, 0.878, 1.791], [-0.099, 2.442, 0.566], [-0.360, -0.357, -0.091], [1.752, -0.038, -0.693], [1.411, -1.629, -0.967], [-0.373, -1.500, 0.704], [-1.629, -0.491, -0.948]]}


Entry 12:
{"formula": "CH4NO3", "method": "ωB97M-V/def2-TZVPD", "e_tot_ha": -321.0693, "homo_energy_ev": -4.14, "lumo_energy_ev": 4.3, "multiplicity": 1, "total_charge": -1, "max_force_ev_per_a": 1.376, "species": ["N", "C", "O", "O", "H", "H", "H", "H", "O"], "xyz": [[-1.005, 0.765, -0.280], [-1.011, -0.653, 0.036], [-1.947, -1.257, -0.532], [-0.196, -1.107, 0.870], [-0.123, 1.236, -0.234], [-1.481, 0.886, -1.167], [1.261, 0.038, 0.799], [2.537, -0.344, 0.264], [1.965, 0.436, 0.244]]}


> Which value of multiplicity does entry 12 give?

1


> Look up the multiplicity of the fourth one.

1